{
  "formula": "C6H16O",
  "method": "ωB97M-V with the def2-TZVPD basis set",
  "e_above_lowest_kcal_mol": 20.73,
  "mol_weight_da": 104.19,
  "total_energy_ev": -8528.3343,
  "smiles": "CCC(C)CC.O",
  "species": ["C", "C", "C", "C", "C", "C", "H", "H", "H", "H", "H", "H", "H", "H", "H", "H", "H", "H", "H", "H", "O", "H", "H"],
  "positions_angstrom": [[-0.30643, 2.09325, -0.52698], [-0.94283, 1.00718, 0.34397], [0.09794, 0.09075, 1.05847], [0.41441, -1.11123, 0.16378], [-0.19699, -0.38705, 2.51325], [0.83601, -1.40129, 3.00879], [0.23346, 1.58136, -1.31740], [0.29554, 2.79013, 0.05821], [-1.14158, 2.66371, -0.93374], [-1.80981, 1.27846, 0.94943], [-1.34230, 0.31372, -0.39989], [0.99423, 0.72707, 1.13451], [0.27523, -0.86756, -0.89111], [1.43408, -1.46319, 0.31704], [-0.25401, -1.95497, 0.35624], [-1.13065, -0.95667, 2.47214], [-0.13506, 0.51179, 3.12331], [1.05022, -2.22845, 2.32764], [0.71028, -1.84122, 3.99538], [1.83060, -0.92692, 3.01801], [-0.04545, 0.06592, -6.76159], [-0.85584, 0.43892, -6.43041], [-0.01105, -0.42372, -7.57908]],
  "atomic_forces_ev_per_a": [[-1.03, 0.03, 0.99], [0.07, -1.68, -0.28], [0.53, 0.33, 0.31], [0.13, 0.04, -0.18], [0.35, -0.67, -1.20], [1.74, 0.29, -0.41], [0.35, 0.39, -0.10], [0.29, -0.13, -0.19], [0.22, 0.13, -0.42], [0.36, 0.48, 0.24], [-0.68, 0.09, 0.04], [0.12, -0.32, 0.00], [0.26, 0.07, -0.02], [-0.01, -0.05, -0.14], [-0.10, 0.07, 0.15], [-0.47, 0.76, 0.44], [-0.79, -0.21, 0.43], [-0.69, -0.07, -0.04], [-0.49, 0.26, 0.10], [-0.15, 0.17, 0.28], [1.70, 0.20, 0.97], [-0.64, -0.34, -0.82], [-1.06, 0.14, -0.15]]
}


{
  "formula": "C28H22BrFeNPSbSe4",
  "method": "ωB97M-V with the def2-TZVPD basis set",
  "e_above_lowest_kcal_mol": 195.05,
  "charge": -2,
  "mol_weight_da": 976.81,
  "total_energy_ev": -412521.0992,
  "species": ["Fe", "N", "C", "C", "C", "C", "C", "C", "P", "C", "C", "C", "C", "C", "C", "C", "C", "C", "C", "C", "C", "H", "H", "H", "H", "H", "H", "H", "H", "H", "H", "H", "H", "H", "H", "H", "H", "Se", "Sb", "Se", "Se", "Se", "Br", "C", "C", "C", "C", "C", "C", "C", "C", "C", "C", "H", "H", "H", "H", "H", "H"],
  "positions_angstrom": [[1.01924, -0.28568, -1.63650], [2.64229, 1.04685, -1.39813], [2.80895, 1.50268, -0.03586], [3.99255, 2.05148, 0.38707], [4.10161, 2.51435, 1.69521], [2.99190, 2.45305, 2.53822], [1.79702, 1.92564, 2.12489], [1.68991, 1.36842, 0.82977], [0.18932, 0.89992, -0.02306], [-0.82974, 0.04434, 1.17601], [-0.30357, -0.67213, 2.24852], [-1.12297, -1.50377, 2.98613], [-2.45221, -1.68000, 2.63178], [-2.96980, -1.00745, 1.53659], [-2.16317, -0.16496, 0.80528], [-0.74003, 2.41600, -0.24598], [-0.53310, 3.32572, -1.29665], [-1.05115, 4.59488, -1.27990], [-1.73178, 5.05916, -0.16430], [-1.87016, 4.21328, 0.93285], [-1.39179, 2.93048, 0.90299], [2.52531, 1.88323, -2.01598], [3.54649, 0.65538, -1.73317], [4.82793, 2.12610, -0.30013], [5.03677, 2.93647, 2.03432], [3.07646, 2.81979, 3.55236], [0.94138, 1.90147, 2.79038], [0.74606, -0.56112, 2.51106], [-0.71229, -2.04419, 3.83008], [-3.08049, -2.35607, 3.19525], [-3.99676, -1.16622, 1.23663], [-2.56151, 0.35907, -0.06264], [0.03522, 3.09499, -2.19338], [-0.90139, 5.22571, -2.14654], [-2.12550, 6.06631, -0.14592], [-2.36285, 4.58017, 1.82645], [-1.52664, 2.29171, 1.76833], [1.86276, -3.96236, -6.34458], [2.42426, -1.80197, -5.39167], [1.53072, -0.81320, -3.45371], [0.09494, 0.91800, -2.96088], [3.63528, -0.77438, -7.23771], [2.19570, -1.75809, -0.31191], [0.72062, -2.73648, 0.37084], [0.84002, -3.62412, 1.40208], [-0.27754, -4.40941, 1.69535], [-1.43107, -4.29843, 0.96169], [-1.56213, -3.35780, -0.07863], [-2.71651, -3.24118, -0.87200], [-2.73218, -2.37709, -1.93227], [-1.63492, -1.56102, -2.19643], [-0.49406, -1.55388, -1.40909], [-0.44937, -2.52540, -0.36928], [1.76134, -3.72634, 1.96015], [-0.20884, -5.13421, 2.49625], [-2.26133, -4.96394, 1.16464], [-3.56719, -3.87750, -0.66029], [-3.59174, -2.32901, -2.58802], [-1.68023, -0.93728, -3.10654]],
  "atomic_forces_ev_per_a": [[0.53, -2.20, 13.46], [1.55, 0.66, -0.50], [-1.33, -0.56, 0.07], [0.54, 0.31, 0.74], [-0.35, -0.15, -0.29], [0.82, 0.28, 0.53], [-0.34, -0.85, -1.14], [1.16, 2.05, 0.52], [0.02, -1.40, -1.04], [-0.23, -0.51, 0.17], [0.04, 0.63, -0.05], [-0.27, -0.24, 0.28], [0.14, 0.08, 0.21], [-0.21, -0.04, 0.02], [0.05, 0.56, 0.00], [0.19, 2.02, 1.10], [0.28, -0.45, -0.26], [-0.54, 0.68, 0.48], [0.07, -0.17, -0.01], [-0.50, 0.92, 0.06], [0.29, -0.81, -0.70], [-0.48, -0.78, 0.24], [-0.77, 0.09, 0.19], [-0.02, -0.01, 0.02], [0.02, 0.04, 0.11], [0.05, 0.11, 0.07], [0.02, 0.03, -0.03], [-0.14, -0.08, -0.05], [0.00, -0.05, -0.01], [-0.01, -0.06, 0.06], [-0.03, 0.00, -0.03], [0.07, -0.16, 0.12], [0.01, -0.46, 0.43], [0.00, 0.08, 0.02], [-0.06, 0.07, 0.09], [-0.03, -0.02, 0.01], [0.01, 0.07, -0.03], [-0.97, -0.53, -0.24], [3.12, -2.79, -1.17], [1.51, -0.88, -8.01], [-4.63, 5.66, -5.67], [-0.17, 1.00, -0.22], [0.74, -0.86, 1.05], [0.25, -0.35, 0.12], [0.35, 0.33, -0.36], [-0.46, -0.36, 0.07], [0.07, -0.30, 0.29], [0.28, -0.12, 0.03], [-0.36, -0.25, 0.12], [-0.08, -0.25, 0.19], [0.20, 0.25, -0.67], [0.20, 0.28, -0.81], [-0.42, -0.06, -0.41], [0.04, -0.03, -0.07], [-0.05, -0.07, 0.04], [-0.10, -0.01, 0.08], [-0.06, -0.07, 0.05], [-0.13, -0.04, -0.02], [0.10, -0.22, 0.74]]
}


{
  "formula": "C8H14S",
  "method": "ωB97M-V with the def2-TZVPD basis set",
  "e_above_lowest_kcal_mol": 55.11,
  "mol_weight_da": 142.27,
  "total_energy_ev": -19355.0696,
  "smiles": "C[C@@H]1C[C@]12[C@@H](C)[C@]2(C)S",
  "species": ["C", "C", "C", "C", "C", "C", "C", "C", "S", "H", "H", "H", "H", "H", "H", "H", "H", "H", "H", "H", "H", "H", "H"],
  "positions_angstrom": [[0.72717, -0.36263, -2.63399], [1.22427, -0.23077, -1.22897], [0.85464, -1.42596, -0.30194], [0.15562, -0.10318, -0.29496], [-1.05788, 0.64490, -0.06284], [-2.28665, -0.17817, 0.41014], [-0.01044, 0.91961, 1.01122], [0.14462, 0.29405, 2.39462], [1.02178, 2.39265, 0.76392], [1.62206, -0.59043, -3.25700], [0.28424, 0.51850, -2.96667], [-0.08482, -1.05779, -2.67676], [2.07962, 0.37763, -0.98466], [0.29206, -2.35788, -0.77843], [1.26842, -1.72873, 0.66462], [-1.30748, 1.50312, -0.68752], [-2.85849, -0.38946, -0.49873], [-2.79783, 0.35624, 1.11203], [-1.77249, -1.02864, 0.78539], [-0.40981, -0.66129, 2.48556], [-0.39818, 1.05536, 3.10103], [1.18230, 0.18376, 2.60903], [2.12729, 1.86909, 1.03490]],
  "atomic_forces_ev_per_a": [[2.35, -0.75, -0.11], [-0.14, -0.57, 0.56], [-2.35, -1.56, -0.64], [-0.06, 1.21, 2.87], [-1.76, 0.04, 1.03], [2.62, 0.24, -3.06], [2.05, -1.56, -2.32], [-3.25, 1.65, 0.13], [-3.25, 1.20, -0.47], [-1.07, -0.24, -0.14], [-0.41, 1.95, -0.61], [-0.08, -0.99, -0.18], [0.55, -0.12, -0.38], [1.29, 2.12, 0.71], [0.63, 0.40, -0.53], [0.23, -0.16, -0.10], [-0.21, -0.29, 0.46], [-1.69, 1.16, 1.91], [-0.53, -1.20, 0.58], [0.49, 0.42, -0.07], [1.36, -1.50, -0.74], [0.66, -0.11, 0.47], [2.57, -1.32, 0.62]]
}


{
  "formula": "C6H9N5O2",
  "method": "ωB97M-V with the def2-TZVPD basis set",
  "e_above_lowest_kcal_mol": 91.89,
  "mol_weight_da": 183.17,
  "total_energy_ev": -17908.1547,
  "species": ["C", "C", "C", "C", "C", "C", "N", "N", "N", "N", "N", "O", "O", "H", "H", "H", "H", "H", "H", "H", "H", "H"],
  "positions_angstrom": [[-2.76329, 1.43409, 0.65041], [-1.91733, -0.33067, 0.10386], [0.47538, -1.49328, -1.28899], [0.97468, -0.24238, -0.56851], [0.64749, -1.27632, 1.58719], [2.05377, 1.89642, -0.72103], [-3.08802, 0.11777, 0.69548], [-1.60698, 1.68688, 0.10014], [-1.67498, -1.65298, -0.12786], [-0.77355, -2.18949, -0.70927], [-1.06214, 0.56280, -0.29005], [1.17771, -0.19619, 0.73082], [1.50248, 0.67895, -1.29268], [-3.48923, 2.16596, 1.00800], [0.20573, -1.13612, -2.32073], [1.14591, -2.28693, -1.24764], [-0.33915, -1.24059, 1.33201], [0.77054, -0.88916, 2.64587], [1.17415, -2.18314, 1.45480], [2.93034, 1.66801, -0.23405], [1.49235, 2.36491, 0.03730], [2.16414, 2.54143, -1.54510]],
  "atomic_forces_ev_per_a": [[-2.11, -1.24, 0.65], [-1.87, -1.63, 0.32], [-2.48, 3.00, -0.10], [-0.83, -0.27, 1.28], [1.86, 2.73, 1.77], [-1.06, -0.67, -0.41], [2.67, 0.18, -0.91], [1.49, 3.66, -0.56], [-3.09, -0.73, 0.48], [2.13, -1.31, -1.09], [0.18, 0.23, 0.02], [1.28, -0.38, -0.76], [-0.09, 0.01, 0.11], [0.64, 0.07, -0.16], [0.49, -0.64, 0.84], [1.59, -1.03, -0.23], [-2.30, -0.80, 0.24], [0.03, -0.48, -1.39], [0.38, -0.92, -0.39], [2.40, -0.65, 0.59], [-1.63, 0.19, 0.60], [0.31, 0.67, -0.88]]
}